# 1
An isolated molecule of C20H14F3N3S, computed with ωB97M-V/def2-TZVPD.

Geometry (Å):
F1 -5.39 1.26 -0.23
F2 -3.58 1.58 -1.20
F3 -3.59 0.66 0.84
N1 -1.26 -0.10 -0.71
N2 -0.95 -2.27 0.00
S1 4.64 3.22 -0.75
C1 4.47 4.90 -0.33
C2 4.05 5.05 0.96
C3 3.78 3.81 1.63
C4 4.06 2.74 0.82
C5 -1.75 -1.30 -0.46
C6 -4.63 -3.35 -1.83
C7 -5.66 -2.42 -1.94
C8 -3.36 -2.95 -1.40
C9 -5.46 -1.10 -1.56
C10 2.36 -2.76 1.42
C11 2.90 -1.47 1.18
C12 -3.13 -1.63 -0.93
C13 -4.23 -0.70 -0.98
C14 1.06 -3.04 0.96
C15 0.02 0.20 -0.36
C16 2.18 -0.48 0.52
C17 0.33 -2.03 0.34
C18 0.88 -0.75 0.17
N3 2.71 0.79 0.35
C19 -4.15 0.68 -0.38
C20 3.81 1.32 1.18
H1 4.75 5.74 -0.97
H2 3.90 6.03 1.43
H3 3.40 3.72 2.62
H4 -4.76 -4.40 -2.10
H5 -6.62 -2.74 -2.31
H6 -2.56 -3.65 -1.35
H7 -6.30 -0.41 -1.69
H8 2.93 -3.52 1.91
H9 3.91 -1.27 1.50
H10 0.53 -4.01 1.10
H11 0.32 1.22 -0.59
H12 2.17 1.45 -0.15
H13 4.72 0.73 1.04
H14 3.49 1.24 2.25

Results
**Lowest unoccupied orbital energy**: -0.26 eV
**Multiplicity**: 1
**Total energy**: -44425.373 eV
**SMILES**: FC(F)(F)c1ccccc1-c1ncc2c(NCc3cccs3)cccc2n1
**Energy relative to the best compared isomer or geometry (same formula, charge and spin)**: 0.0 kJ/mol

# 2
A cluster of 5 separate species, C16H40N5O12P2 in total, computed with ωB97M-V/def2-TZVPD.

Geometry (Å):
O1 1.60 3.32 3.91
C1 0.82 3.66 3.05
O2 -0.34 4.26 3.35
C2 1.05 3.50 1.56
C3 1.90 2.28 1.18
C4 1.10 1.13 0.62
N1 0.16 1.52 -0.51
P1 -0.99 0.11 -0.70
O3 -0.20 -1.11 -0.78
O4 -1.91 0.09 0.58
O5 -1.92 0.40 -1.89
P2 0.94 1.84 -2.09
O6 0.09 2.81 -2.74
O7 1.04 0.49 -2.88
O8 2.38 2.39 -1.84
H1 -0.80 4.42 2.52
H2 0.09 3.56 1.06
H3 1.60 4.38 1.25
H4 2.36 1.93 2.09
H5 2.71 2.59 0.55
H6 0.58 0.61 1.43
H7 1.79 0.39 0.22
H8 -0.42 2.34 -0.32
H9 -1.59 0.69 1.27
H10 -1.47 0.22 -2.74
H11 0.80 0.69 -3.80
H12 3.07 1.88 -2.27
C5 -2.90 2.74 2.45
O9 -2.31 3.35 1.56
N2 -4.03 3.14 3.01
C6 -4.69 2.38 4.07
C7 -4.63 4.39 2.56
H13 -2.53 1.79 2.87
H14 -5.69 2.10 3.75
H15 -4.76 2.99 4.97
H16 -4.12 1.48 4.29
H17 -4.86 4.33 1.50
H18 -3.93 5.21 2.72
H19 -5.54 4.58 3.12
C8 4.79 0.27 1.69
O10 4.60 1.47 1.50
N3 5.89 -0.39 1.31
C9 6.05 -1.82 1.56
C10 6.95 0.33 0.64
H20 4.05 -0.37 2.20
H21 6.93 -1.98 2.19
H22 6.18 -2.35 0.62
H23 5.18 -2.21 2.08
H24 7.31 1.14 1.28
H25 6.57 0.78 -0.28
H26 7.77 -0.34 0.40
C11 1.07 -5.76 -1.06
O11 1.42 -6.88 -1.39
N4 0.87 -5.35 0.20
C12 0.45 -4.00 0.52
C13 1.10 -6.30 1.28
H27 0.87 -4.97 -1.81
H28 1.21 -3.52 1.14
H29 -0.50 -4.03 1.05
H30 0.33 -3.43 -0.39
H31 2.13 -6.66 1.26
H32 0.44 -7.16 1.17
H33 0.90 -5.82 2.24
C14 -2.65 -0.92 -5.22
O12 -2.23 0.08 -4.64
N5 -3.78 -1.56 -4.91
C15 -4.23 -2.73 -5.64
C16 -4.58 -1.07 -3.80
H34 -2.12 -1.37 -6.08
H35 -5.21 -2.54 -6.08
H36 -4.30 -3.59 -4.96
H37 -3.53 -2.98 -6.43
H38 -4.89 -0.04 -3.99
H39 -3.99 -1.08 -2.88
H40 -5.46 -1.70 -3.67

Results
**Lowest unoccupied orbital energy**: -2.72 eV
**Multiplicity**: 1
**Total energy**: -67838.434 eV
**Net charge**: +1

Number 1: orbital gap 7.7 eV, maximum force 3.1 eV/A. Number 2: orbital gap 8.2 eV, maximum force 2.9 eV/A.